The following is a DFT calculation (ωB97M-V with the def2-TZVPD basis set) of a molecular structure, C47H62NO2P2PdS2 in a non-equilibrium geometry.

Properties
**HOMO level (spin up / spin down)**: -9.121 / -9.120 eV
**Lowest unoccupied orbital energy (spin up / spin down)**: -4.1311 / -4.1320 eV
**Total charge**: +1
**Frontier orbital gap (spin up / spin down)**: 4.99 / 4.99 eV
**Relative energy (zero: lowest compared OMol25 entry of this formula, charge and spin)**: 56.02 kcal/mol

Each line ends with the Löwdin charge.
CARTESIAN COORDINATES (ANGSTROEM)
Pd 0.39324 -0.55140 -0.55381  0.5909
C 5.50014 0.04570 -0.51101  -0.0844
C 4.17894 -0.71280 -0.59711  -0.5011
C 4.25224 -2.05020 0.14239  -0.0999
P 2.60304 0.14860 -0.04551  1.0716
C 2.88564 1.97940 -0.24601  -0.5203
C 3.01934 2.37830 -1.71191  -0.1176
C 1.68054 2.67560 0.38129  -0.1169
C 2.60664 -0.02020 1.76719  -0.2958
C 3.73974 0.17060 2.54279  -0.0589
C 3.76694 -0.12850 3.89949  -0.2742
C 5.01714 0.04260 4.70169  -0.0497
C 2.60534 -0.64680 4.47869  -0.0269
C 1.45484 -0.80240 3.74849  -0.0149
C 1.40534 -0.45720 2.37969  -0.3023
N 0.30474 -0.65800 1.63069  -0.0327
C -0.95726 -0.80020 2.09439  -0.3338
C -1.47446 -0.11000 3.21089  -0.0372
C -2.78956 -0.25600 3.58389  -0.0322
C -3.65236 -1.10720 2.89179  -0.2795
C -5.07196 -1.30120 3.32309  -0.0435
C -3.16246 -1.77560 1.77599  -0.0725
C -1.84406 -1.64620 1.37139  -0.3454
P -1.07656 -2.49520 -0.04041  1.1114
C -2.53946 -3.33770 -0.87681  -0.5029
C -2.25646 -3.54790 -2.36391  -0.1197
C -3.01306 -4.64290 -0.24441  -0.0995
C 0.02174 -3.71380 0.89889  -0.5013
C -0.66106 -4.53370 1.99099  -0.0929
C 0.81844 -4.59790 -0.05641  -0.1097
H 6.29004 -0.58290 -0.92001  0.0891
H 5.77424 0.27530 0.51349  0.0637
H 5.47604 0.97150 -1.07891  0.0657
H 3.98524 -0.92140 -1.65711  0.0660
H 4.56524 -1.90040 1.17429  0.0746
H 4.96964 -2.71320 -0.33841  0.0858
H 3.27284 -2.53690 0.15279  0.0612
H 3.80154 2.23130 0.30229  0.1135
H 2.05974 2.27570 -2.21911  0.0379
H 3.75414 1.77220 -2.23721  0.0523
H 3.33374 3.41850 -1.78431  0.0887
H 0.75014 2.24660 -0.00891  0.0388
H 1.68614 3.74030 0.15319  0.0902
H 1.68094 2.54890 1.46249  0.0725
H 4.63494 0.56160 2.08629  0.0946
H 5.74854 0.64440 4.16779  0.0764
H 5.46504 -0.92990 4.91249  0.0853
H 4.80344 0.51670 5.65719  0.0815
H 2.61604 -0.93410 5.51959  0.1203
H 0.57974 -1.23840 4.20729  0.1103
H -0.83426 0.56280 3.76179  0.1171
H -3.16376 0.29780 4.43259  0.1219
H -5.20266 -1.02930 4.36689  0.0804
H -5.37336 -2.33840 3.18959  0.0818
H -5.74196 -0.68140 2.72569  0.0827
H -3.83336 -2.42470 1.23409  0.1017
H -3.33056 -2.57820 -0.80451  0.1019
H -1.47146 -4.28710 -2.51241  0.0737
H -1.96836 -2.60870 -2.83331  0.0505
H -3.15366 -3.91260 -2.86201  0.0862
H -2.27986 -5.42960 -0.40641  0.0733
H -3.94356 -4.95690 -0.71801  0.0905
H -3.19396 -4.54180 0.82229  0.0643
H 0.72994 -3.02500 1.38199  0.0876
H -1.11286 -5.43340 1.58309  0.0668
H -1.42546 -3.95600 2.51149  0.0704
H 0.08554 -4.84150 2.72319  0.0878
H 0.16834 -5.29080 -0.58761  0.0724
H 1.54654 -5.18240 0.50519  0.0894
H 1.35754 -3.98680 -0.78031  0.0339
O -1.23316 1.32520 -0.30151  -0.5876
S -2.67196 0.98220 -0.31501  0.9764
C -3.32626 1.53210 -1.96531  -0.2550
C -3.22926 2.99760 -2.18421  -0.2928
C -1.98146 3.61080 -2.23811  -0.0403
C -1.88376 4.97700 -2.42391  -0.0674
C -3.02666 5.74470 -2.57351  -0.0813
C -4.27286 5.14110 -2.52391  -0.0807
C -4.37326 3.77620 -2.31851  -0.0570
C -3.55086 2.26010 0.74119  -0.2132
C -2.68646 3.38520 1.19629  -0.2615
C -3.01556 4.70560 0.91589  -0.0389
C -2.26096 5.73960 1.44269  -0.0708
C -1.16356 5.46700 2.24239  -0.0803
C -0.81276 4.15320 2.49999  -0.0762
C -1.56676 3.11890 1.97599  -0.0479
H -4.35446 1.17630 -1.99161  0.0976
H -2.72196 0.96440 -2.67251  0.0719
H -1.08996 3.01200 -2.12261  0.0983
H -0.91166 5.44570 -2.46841  0.1079
H -2.94966 6.81010 -2.73151  0.1067
H -5.16816 5.73090 -2.65351  0.1083
H -5.34906 3.30990 -2.28221  0.1164
H -3.89946 1.68130 1.59809  0.0841
H -4.40656 2.61360 0.17309  0.0869
H -3.87796 4.93010 0.30399  0.1076
H -2.54216 6.76260 1.24099  0.1062
H -0.58746 6.27640 2.66679  0.1040
H 0.03804 3.93430 3.12939  0.1049
H -1.29776 2.09530 2.17819  0.0802
C 0.22694 0.35940 -4.83051  -0.1724
S 0.48364 0.19480 -3.00641  0.8543
O -0.77936 -0.45230 -2.57051  -0.5815
C 1.67014 -1.15650 -3.25351  -0.4122
C 2.91194 -0.91530 -3.82271  -0.1122
C 3.73364 -1.98250 -4.15221  -0.0617
C 3.31514 -3.28200 -3.91271  -0.0537
C 2.08414 -3.51430 -3.32161  -0.0592
C 1.26384 -2.45040 -2.98201  -0.1028
H -0.11406 -0.60420 -5.19071  0.0697
H 1.15204 0.64770 -5.31251  0.0551
H -0.53456 1.11120 -5.00231  0.0535
H 3.22654 0.09550 -4.03271  0.1123
H 4.69644 -1.79810 -4.60491  0.1162
H 3.93464 -4.11390 -4.20561  0.1126
H 1.75784 -4.52900 -3.15001  0.1128
H 0.28324 -2.61920 -2.55221  0.0525


The following is a DFT calculation (ωB97M-V with the def2-TZVPD basis set) of a molecular structure, C47H63N11O3S3Si3W.

Properties
**Multiplicity**: 3
**HOMO level (spin up / spin down)**: -11.322 / -10.445 eV
**Lowest unoccupied orbital energy (spin up / spin down)**: -5.0547 / -5.2217 eV
**Total charge**: +2
**Frontier orbital gap (spin up / spin down)**: 6.27 / 5.22 eV
**Relative energy (zero: lowest compared OMol25 entry of this formula, charge and spin)**: 2.05 kcal/mol

Each line ends with the Löwdin charge.
CARTESIAN COORDINATES (ANGSTROEM)
W -0.34775 -0.78173 -0.14163  1.0669
C 0.60942 4.01474 -12.99546  -0.0577
O 1.25828 4.54214 -11.84400  -0.0606
C 1.05884 3.93048 -10.66503  -0.2741
C 1.74372 4.47650 -9.57466  0.0149
C 1.60271 3.92062 -8.32517  -0.0245
C 0.77826 2.80880 -8.12364  -0.1643
C 0.10132 2.27343 -9.21442  -0.0092
C 0.23345 2.82231 -10.47805  0.0039
C 0.60696 2.19451 -6.81195  -0.2371
N -0.13868 1.13868 -6.55321  0.1964
C -0.00871 0.92441 -5.21435  -0.1674
C 0.82799 1.85645 -4.63759  -0.1227
N 1.21675 2.66535 -5.67639  0.1905
C 1.16420 1.85424 -3.25438  -0.0581
C 2.04591 2.72956 -2.61332  0.0247
C 2.27662 2.57827 -1.26218  -0.0192
C 1.63356 1.56655 -0.56355  -0.1334
N 0.78847 0.70753 -1.14501  -0.0520
C 0.54607 0.84889 -2.47939  -0.1403
C -0.33245 -0.11210 -3.05454  -0.1439
N -0.84289 -1.04491 -2.19284  -0.0656
C -1.58988 -2.01985 -2.73532  -0.1440
C -1.87917 -2.09454 -4.09091  -0.0177
C -1.40422 -1.13179 -4.95619  0.0331
C -0.60555 -0.11691 -4.43225  -0.0629
H 0.92896 4.63513 -13.82616  0.0979
H -0.47592 4.07320 -12.89359  0.0989
H 0.91121 2.98126 -13.17524  0.0988
H 2.37893 5.33527 -9.74166  0.1272
H 2.15132 4.37039 -7.50560  0.1051
H -0.53675 1.41364 -9.06292  0.1157
H -0.30639 2.38599 -11.30483  0.1087
H 1.82806 3.46119 -5.63256  0.1508
H 2.54482 3.51401 -3.16703  0.1236
H 2.95469 3.23561 -0.73627  0.1206
H 1.78536 1.43581 0.49922  0.0866
H -1.98472 -2.76118 -2.05541  0.0556
H -2.48824 -2.91395 -4.44577  0.1205
H -1.61993 -1.14862 -6.01565  0.1296
C 2.11726 -2.21778 -1.55640  -0.0862
O 1.63002 -1.95340 -0.22481  -0.4642
Si 2.78914 -2.00054 1.04772  0.3841
C 3.82618 -3.53775 0.86261  -0.1267
C 3.93136 -0.55917 0.77227  -0.1281
C 1.74977 -2.02041 2.61506  -0.6593
Si 0.94576 -3.82224 2.86100  0.4612
C 0.56393 -4.62267 1.20243  -0.2001
C 1.99893 -5.11176 3.71266  -0.1688
C -0.58652 -3.65878 3.93272  -0.1703
Si 2.69807 -1.48082 4.23995  0.4815
C 3.75089 -2.84986 4.95620  -0.1709
C 1.40439 -0.97998 5.50954  -0.1513
C 3.99095 -0.14005 3.99102  -0.1687
H 2.92705 -2.94637 -1.52643  0.0881
H 2.47602 -1.29474 -2.01399  0.0901
H 1.30110 -2.62618 -2.14751  0.0886
H 4.71398 -3.32669 0.26326  0.0552
H 3.29473 -4.36879 0.40105  0.0402
H 4.17715 -3.87674 1.83971  0.0332
H 4.18242 -0.51604 -0.29206  0.0531
H 4.86390 -0.73276 1.31159  0.0491
H 3.55031 0.41151 1.07490  0.0139
H 1.37229 -5.30670 0.93945  0.0367
H 0.40674 -3.93855 0.37299  -0.0257
H -0.34180 -5.22390 1.30976  0.0382
H 3.02977 -5.18699 3.37216  0.0315
H 1.51285 -6.06096 3.46511  0.0536
H 1.99379 -5.02497 4.79627  0.0298
H -1.23052 -2.81352 3.69578  -0.0108
H -0.29964 -3.58359 4.98440  0.0433
H -1.17223 -4.57581 3.82161  0.0481
H 3.20297 -3.57296 5.55360  0.0254
H 4.46483 -2.35571 5.62134  0.0522
H 4.33704 -3.38865 4.21051  0.0339
H 1.53065 -1.59601 6.40239  0.0489
H 0.37378 -1.10517 5.17705  0.0140
H 1.53129 0.05922 5.82004  0.0404
H 4.93434 -0.59905 3.68836  0.0431
H 4.17090 0.31055 4.97217  0.0558
H 3.75916 0.65267 3.29057  -0.0030
C 1.72389 2.50831 3.46369  -0.0454
O 1.53364 1.18761 2.90702  -0.2474
C 0.33241 0.65452 2.97386  -1.1155
S -1.03287 1.39737 3.46057  0.8025
S 0.23043 -0.99362 2.29482  0.7564
H 2.79175 2.69172 3.40641  0.0988
H 1.37720 2.52668 4.49487  0.0930
H 1.16481 3.23643 2.87893  0.0894
C -4.05464 -0.22426 -0.85193  0.0000
C -3.19421 0.82962 -0.25352  -0.3096
N -1.88833 0.78606 -0.01118  -0.0503
C -1.52705 2.06381 0.39789  -0.1620
C -2.61721 2.86019 0.42023  -0.0386
N -3.66823 2.07243 0.01525  0.0013
C -5.07129 2.45621 0.04492  -0.0497
N -5.71985 2.00707 1.24205  -0.0487
N -6.43630 0.85369 1.23481  0.0598
N -6.85237 0.60552 2.41291  0.0785
C -6.40976 1.60624 3.25741  -0.2432
C -6.60025 1.78498 4.63161  -0.0044
C -6.00799 2.88441 5.20483  -0.0649
C -5.24860 3.79557 4.43902  -0.0620
C -5.05936 3.63522 3.08539  -0.0098
C -5.66291 2.51269 2.51059  -0.1679
H -3.47336 -1.11956 -1.03439  0.0144
H -4.46175 0.12779 -1.80290  0.1022
H -4.89733 -0.47010 -0.20479  0.0725
H -0.51611 2.31970 0.65591  0.0823
H -2.73903 3.89464 0.68842  0.1276
H -5.59716 2.02282 -0.80214  0.1417
H -5.12317 3.54155 -0.01730  0.1499
H -7.19802 1.08967 5.20497  0.1209
H -6.13223 3.06996 6.26274  0.1113
H -4.81096 4.65239 4.93370  0.1123
H -4.48816 4.35093 2.51000  0.1031
C -4.27798 -4.54374 1.57854  -0.0255
N -3.97377 -3.25799 2.16739  -0.1400
C -4.70667 -2.77611 3.34179  -0.0727
C -4.07680 -1.39829 3.61353  -0.0906
N -3.08653 -1.29718 2.54144  0.0394
C -3.05393 -2.38233 1.77395  -0.7102
S -1.97936 -2.66474 0.47801  0.7216
H -5.31056 -4.55810 1.22753  0.1024
H -4.14781 -5.33193 2.32160  0.1011
H -3.61120 -4.72796 0.74159  0.0589
H -4.56588 -3.47175 4.17037  0.1305
H -5.77274 -2.71072 3.12169  0.1313
H -3.59377 -1.34637 4.58895  0.1255
H -4.80674 -0.59642 3.53686  0.0927
H -2.41216 -0.54875 2.47294  0.0232


The following is a DFT calculation (ωB97M-V with the def2-TZVPD basis set) of a molecular structure, C47H64AsCl3HgN7O5SSi3.

Properties
**Multiplicity**: 2
**HOMO level (spin up / spin down)**: -4.417 / -8.227 eV
**Lowest unoccupied orbital energy (spin up / spin down)**: -0.6152 / -0.6153 eV
**Frontier orbital gap (spin up / spin down)**: 3.80 / 7.61 eV

Each line ends with the Löwdin charge.
CARTESIAN COORDINATES (ANGSTROEM)
Hg -0.14524 0.56014 0.05050  0.9648
N -2.69233 -4.27563 9.66748  0.1666
C -2.36581 -3.58914 8.80587  -0.1834
C -1.96234 -2.75538 7.72314  -0.2268
C -1.44243 -1.48029 7.94783  -0.0105
C -1.04784 -0.68509 6.89242  0.0047
C -1.16468 -1.14424 5.58217  -0.1660
C -1.67139 -2.42331 5.35374  0.0063
C -2.06602 -3.21684 6.40838  -0.0073
N -0.77468 -0.32704 4.50408  -0.0116
C -0.58235 1.03906 4.53921  -0.0501
C -0.23289 1.40836 3.28075  -0.1061
N -0.22323 0.30348 2.46839  0.0267
C -0.55299 -0.71683 3.22168  -0.1437
H -1.34367 -1.12043 8.96295  0.1260
H -0.63465 0.29380 7.09865  0.1115
H -1.76648 -2.80440 4.34632  0.0942
H -2.46210 -4.20659 6.22624  0.1267
H -0.73008 1.62795 5.42458  0.1217
H 0.01698 2.38538 2.89915  0.1048
H -0.62772 -1.72962 2.86430  0.1057
Cl 3.60286 2.42761 7.79957  0.6768
C 4.14785 1.83564 6.26536  -0.6690
C 4.07857 0.48608 5.96930  -0.0873
C 4.58664 0.03664 4.76423  -0.0224
C 5.18815 0.88642 3.84390  -0.1656
C 5.95774 0.31203 2.65947  -0.2613
C 5.61618 0.79627 1.23132  -0.0653
N 4.35308 0.43190 0.59821  -0.0666
C 4.31312 -0.02863 -0.69696  -0.0583
C 3.00941 -0.26010 -0.98197  -0.1463
N 2.23896 0.07141 0.09617  0.0172
C 3.06943 0.49726 1.03265  -0.1346
O 6.12656 -1.09651 2.73933  -0.0834
C 5.14520 -1.94681 2.14601  -0.1683
C 5.54820 -3.38290 2.31452  -0.3151
C 5.53355 -4.10395 3.47282  -0.9596
Cl 5.05204 -3.58247 5.02970  0.6934
S 6.04225 -5.73668 3.25041  1.0040
C 6.27560 -5.46632 1.57326  -0.4033
C 5.98105 -4.18959 1.22358  -0.1507
C 5.23607 2.24322 4.17704  -0.5734
Cl 6.09038 3.40359 3.21352  0.7519
C 4.70091 2.72263 5.36349  -0.1331
H 3.66878 -0.21482 6.68427  0.1094
H 4.57609 -1.02184 4.56568  0.0523
H 6.97574 0.68398 2.81441  0.1544
H 6.38902 0.36019 0.59814  0.1361
H 5.72973 1.87486 1.19800  0.0877
H 5.20362 -0.17132 -1.28444  0.1267
H 2.57880 -0.63363 -1.89605  0.0995
H 2.77756 0.86813 1.99778  0.1305
H 5.08780 -1.76269 1.07205  0.1029
H 4.15048 -1.77296 2.57260  0.1223
H 6.61655 -6.27334 0.94548  0.0690
H 6.06372 -3.81628 0.21208  0.1205
H 4.75772 3.77590 5.59844  0.1057
C 0.00453 4.99334 0.56774  -0.0060
C 0.23708 3.49151 0.49807  -0.7434
O 1.33719 3.03790 0.84659  -0.0525
O -0.74574 2.77632 0.09687  -0.2002
H 0.45664 5.38742 1.47613  0.0747
H -1.05690 5.23030 0.53217  0.0679
H 0.49645 5.45509 -0.28883  0.0813
C -3.79935 0.47635 3.28501  -0.1983
Si -4.18925 1.16492 1.56164  0.3275
C -6.08155 1.03208 1.47081  -0.2009
C -3.73546 2.98583 1.41744  -0.2070
As -2.84890 0.01913 -0.07119  0.8282
Si -3.85567 0.84820 -2.08915  0.3262
C -5.61752 1.52474 -1.89996  -0.2212
C -2.78672 2.30023 -2.62268  -0.2043
C -4.01353 -0.44241 -3.46812  -0.2095
Si -3.64135 -2.22271 0.09385  0.3058
C -2.76069 -3.09335 1.52404  -0.2132
C -3.28132 -3.21462 -1.47585  -0.2015
C -5.50398 -2.31715 0.41993  -0.2147
H -4.58514 0.76685 3.98485  0.0379
H -2.85516 0.86798 3.66320  -0.0007
H -3.74355 -0.61558 3.27966  0.0102
H -6.49456 1.59652 2.31075  0.0370
H -6.43117 0.00341 1.56312  0.0054
H -6.50274 1.45015 0.56013  -0.0006
H -4.01651 3.54908 2.31031  0.0358
H -4.23244 3.44160 0.55789  0.0259
H -2.66079 3.08572 1.26070  -0.0059
H -5.63539 2.42325 -1.28072  0.0170
H -6.30501 0.79270 -1.47337  0.0143
H -5.99257 1.80016 -2.88801  0.0372
H -2.82414 3.08834 -1.86620  0.0229
H -3.12385 2.71722 -3.57383  0.0380
H -1.73953 2.01003 -2.72550  0.0079
H -4.90733 -1.05746 -3.33897  0.0265
H -3.14816 -1.10033 -3.51281  -0.0143
H -4.09290 0.06748 -4.43014  0.0392
H -1.68187 -3.10293 1.34490  0.0036
H -3.10172 -4.12537 1.62798  0.0406
H -2.95624 -2.57874 2.46891  -0.0074
H -2.25401 -3.06170 -1.81337  0.0002
H -3.94972 -2.92782 -2.28731  0.0128
H -3.41478 -4.28251 -1.29054  0.0383
H -5.74274 -1.97558 1.42881  0.0129
H -5.86246 -3.34422 0.32418  0.0342
H -6.05818 -1.69829 -0.28902  0.0237
N -0.47350 -0.58959 -7.18672  0.1271
C 0.56985 0.00533 -6.49254  -0.5402
O 1.57593 0.38707 -7.09020  0.0010
C 0.40149 0.10647 -5.05142  -0.1758
C 1.20557 1.01079 -4.30283  -0.0309
C 1.04688 1.12014 -2.95404  -0.1992
N 0.16391 0.35424 -2.23839  -0.1110
C -0.57591 -0.54508 -2.94706  -0.2510
C -0.51130 -0.68964 -4.30199  -0.0552
H -0.39941 -0.54646 -8.18865  0.0903
H -1.40274 -0.55428 -6.80686  0.0738
H 1.93650 1.61278 -4.82596  0.1084
H 1.62040 1.83848 -2.37754  0.1022
H -1.23431 -1.17637 -2.35462  0.0482
H -1.12302 -1.44257 -4.78382  0.0968
C 2.52240 -3.43277 0.52597  -0.1564
C 1.91771 -4.02128 -0.75070  -0.1328
C 0.76977 -3.05448 -1.04532  -0.1848
O 0.40906 -2.44380 0.20337  -0.2185
C 1.28043 -2.91122 1.23126  -0.2180
H 3.18766 -2.60300 0.27987  0.0855
H 3.06868 -4.16062 1.12617  0.1122
H 1.53491 -5.02511 -0.55831  0.1143
H 2.62621 -4.06698 -1.57571  0.1165
H -0.10376 -3.56190 -1.46037  0.1080
H 1.06963 -2.26764 -1.74028  0.0906
H 0.78722 -3.72111 1.78915  0.1222
H 1.48473 -2.08131 1.91140  0.0942


Sequential total energy output: -3640.1244 -4786.7282 -7625.4020 Eh